Record 1
Computed, not measured: C38H36IN14OSSiY as an isolated structure in a non-equilibrium geometry, with wB97M-V/def2-TZVPD.

Results
Total charge = -2
Spin multiplicity = 1

XYZ file:
```
93
Properties=species:S:1:pos:R:3:forces:R:3
Y -0.22178 -0.15259 0.15390 -0.366 0.619 -1.757
N -3.27866 -1.16314 2.06809 0.008 0.034 -0.012
C -2.09312 -1.13635 2.78444 -0.153 -0.006 -0.042
N -2.04243 -1.32115 4.09043 0.074 0.024 0.045
N -0.72872 -1.18393 4.38434 -0.048 -0.030 -0.037
N -0.05044 -0.94304 3.31988 0.023 0.034 0.013
N -0.89678 -0.90176 2.25798 -0.097 -0.196 0.339
C -3.35370 -1.37872 0.70976 -0.008 -0.037 0.137
N -4.45650 -1.82588 0.12378 0.012 -0.017 -0.088
N -4.12717 -1.90639 -1.17728 -0.025 -0.015 0.032
N -2.91269 -1.53155 -1.35792 0.051 0.015 0.006
N -2.36636 -1.17319 -0.16100 -0.288 -0.053 -0.048
H -4.08365 -1.46490 2.58969 0.004 -0.002 -0.001
I 2.54611 1.15094 1.49608 -0.164 -0.093 -0.035
C 1.32781 2.14791 2.88904 0.080 0.018 -0.055
C 1.90928 2.53923 4.05795 -0.071 0.063 0.067
C 1.14819 3.28515 4.98493 0.049 -0.031 -0.018
C -0.13414 3.63625 4.68317 -0.018 0.007 -0.035
C -0.73401 3.23448 3.46376 -0.077 0.043 0.023
C -2.05520 3.63097 3.13505 0.072 0.007 0.020
C -2.61162 3.22380 1.96058 -0.098 -0.061 -0.122
C -1.90252 2.36298 1.08640 0.105 0.038 0.128
C -0.61683 1.92940 1.33328 0.166 0.277 0.432
C -0.02088 2.42548 2.53718 0.048 0.083 -0.047
H 2.93628 2.28178 4.27698 0.009 0.007 0.003
H 1.59556 3.57960 5.92668 0.004 0.007 -0.001
H -0.72064 4.22965 5.37681 -0.002 -0.004 0.006
H -2.60186 4.26113 3.82868 0.000 0.001 0.004
H -3.61629 3.54121 1.69735 -0.010 -0.024 0.008
H -2.41786 2.03293 0.18749 -0.024 -0.054 0.036
C -0.92017 -3.82602 -3.90592 0.003 -0.003 -0.015
C 0.37288 -3.10325 -3.94315 0.072 -0.070 0.059
N 1.45539 -3.48035 -4.55806 -0.044 0.059 0.012
N 2.35136 -2.49357 -4.25870 0.027 -0.067 0.046
C 1.86632 -1.52796 -3.44906 0.004 0.071 -0.058
S 2.63005 -0.15258 -2.88171 -0.070 -0.060 -0.004
N 0.57761 -1.93097 -3.27237 -0.019 -0.071 0.100
N -0.32789 -1.31010 -2.43574 -0.056 0.376 0.263
H -0.87940 -4.66141 -4.60018 0.005 -0.007 0.009
H -1.74433 -3.16409 -4.17807 -0.003 -0.007 -0.014
H -1.11894 -4.19978 -2.89971 0.012 0.014 0.010
H 3.30735 -2.55520 -4.55473 -0.015 0.016 -0.017
H -1.26242 -1.71698 -2.48419 0.018 -0.024 -0.071
H -0.38935 -0.29107 -2.59667 0.039 0.010 -0.174
C -1.92852 3.22745 -5.29407 -0.009 -0.015 0.000
C -1.01098 2.28878 -4.50057 -0.007 0.007 -0.038
C -1.12429 0.86951 -5.07544 0.010 0.026 -0.011
C 0.43705 2.75234 -4.70681 0.043 0.038 -0.009
Si -1.41766 2.37098 -2.62694 0.022 0.093 0.236
O -0.71378 1.22336 -1.76937 0.023 -0.486 0.347
C -3.31227 2.43559 -2.40558 -0.029 0.047 0.060
C -4.18853 1.53305 -3.01670 0.049 -0.041 0.049
C -5.55831 1.57110 -2.79484 0.013 0.004 0.001
C -6.09824 2.52491 -1.94454 0.005 -0.004 -0.001
C -5.25476 3.42675 -1.31289 0.012 -0.013 -0.006
C -3.88537 3.37545 -1.54028 -0.018 0.036 -0.058
C -0.78122 4.05933 -2.03953 0.047 0.025 0.035
C 0.33716 4.06406 -1.20096 -0.017 0.021 0.004
C 0.89111 5.25043 -0.73691 -0.022 0.000 -0.019
C 0.33675 6.46735 -1.10848 0.000 -0.004 0.000
C -0.77656 6.48923 -1.93870 -0.009 -0.006 -0.006
C -1.32674 5.29688 -2.39241 0.051 -0.008 -0.001
H -1.66553 3.18223 -6.35936 0.002 0.021 0.000
H -1.81147 4.26541 -4.97254 -0.005 -0.014 -0.001
H -2.98403 2.96498 -5.19725 -0.006 -0.032 0.012
H -1.06270 0.90860 -6.17110 0.012 -0.005 0.002
H -2.05309 0.35994 -4.81592 -0.078 0.021 0.003
H -0.29974 0.24495 -4.73219 0.052 -0.029 0.053
H 0.68909 2.71912 -5.77592 0.013 -0.025 0.007
H 1.14463 2.11342 -4.17393 -0.012 -0.024 0.012
H 0.58499 3.77797 -4.36078 -0.017 0.004 -0.019
H -3.80020 0.75333 -3.65833 0.036 -0.038 -0.032
H -6.20042 0.83849 -3.26857 0.007 -0.009 0.004
H -7.16596 2.55202 -1.76106 -0.001 -0.006 0.004
H -5.65959 4.16366 -0.62845 -0.001 0.005 0.001
H -3.24584 4.07890 -1.01964 -0.003 -0.008 0.000
H 0.75920 3.11547 -0.88892 0.001 0.015 -0.007
H 1.74748 5.22102 -0.07360 0.005 -0.007 0.004
H 0.76274 7.39545 -0.74446 -0.003 0.001 0.004
H -1.22344 7.43551 -2.22314 -0.002 0.003 -0.002
H -2.21096 5.33512 -3.02095 -0.001 0.009 0.008
N 3.53194 -7.05084 -0.18957 0.004 -0.019 -0.002
C 3.02230 -6.01818 -0.14681 -0.047 0.125 0.002
C 2.39284 -4.72603 -0.09672 0.056 -0.123 -0.001
C 1.00274 -4.61655 -0.05917 -0.020 -0.002 -0.061
C 0.41504 -3.36164 -0.01879 -0.042 0.016 -0.017
C 1.14244 -2.15292 0.00164 0.676 -0.524 0.337
C 2.53795 -2.32875 -0.02838 -0.003 -0.041 -0.081
C 3.16416 -3.56535 -0.08405 -0.009 0.022 -0.018
H 0.39643 -5.51560 -0.05924 -0.002 -0.001 -0.004
H -0.67352 -3.33428 -0.00212 -0.007 0.046 0.038
H 3.18714 -1.45827 -0.03570 -0.005 0.013 0.020
H 4.24524 -3.64117 -0.11555 0.002 -0.002 0.002
```
Positions in Å, forces in eV/Å.

Record 2
Computed, not measured: C38H36N9O9SiTa as an isolated structure in a non-equilibrium geometry, with wB97M-V/def2-TZVPD.

Results
Total charge = 0
Spin multiplicity = 1

XYZ file:
```
94
Properties=species:S:1:pos:R:3:forces:R:3
Ta -1.50094 0.04417 -0.57770 -0.846 -0.268 -0.142
C -5.23087 1.17148 -2.05975 -0.024 -0.042 -0.059
C -4.37725 0.70479 -0.93045 0.116 0.106 -0.038
O -3.39156 -0.09768 -1.27095 0.070 0.398 0.074
C -4.60550 1.04569 0.37017 -0.009 0.023 -0.026
C -3.90301 0.42009 1.44107 0.063 -0.032 0.002
C -4.48469 0.45391 2.81934 -0.037 0.022 -0.028
N -2.78200 -0.20815 1.21078 -0.616 -0.536 0.794
N -2.31690 -0.98811 2.27668 -0.066 0.159 -0.271
C -1.20557 -1.51071 1.90464 0.403 -0.271 -0.434
O -0.68145 -1.21831 0.72912 0.360 -0.243 0.513
C -0.46947 -2.50859 2.70728 -0.091 0.200 0.142
C -0.97181 -2.94667 3.92970 0.020 -0.015 0.033
C -0.26761 -3.88206 4.66785 0.003 -0.009 0.005
C 0.93761 -4.38530 4.19183 -0.014 0.003 0.019
C 1.43883 -3.94916 2.97420 -0.049 0.041 0.000
C 0.73658 -3.01004 2.23178 0.098 -0.053 0.024
H -5.57121 0.31135 -2.63895 -0.006 -0.002 0.014
H -4.62932 1.79516 -2.72463 0.015 0.004 0.010
H -6.08730 1.73813 -1.70263 -0.012 0.002 -0.016
H -5.45568 1.66777 0.60452 -0.006 -0.006 0.010
H -5.34427 1.11951 2.84944 0.002 -0.008 0.008
H -3.73202 0.78008 3.53556 0.028 0.020 -0.015
H -4.79199 -0.54761 3.11977 -0.012 -0.025 -0.007
H -1.90992 -2.54776 4.29138 -0.004 0.015 -0.020
H -0.65931 -4.22033 5.61805 0.008 -0.012 0.008
H 1.48399 -5.11685 4.77272 0.005 -0.007 0.001
H 2.37704 -4.33954 2.60230 0.011 -0.004 -0.007
H 1.11674 -2.65878 1.28191 -0.016 0.012 -0.012
O -2.46723 3.26510 -2.90206 0.099 0.281 0.042
C -1.80557 2.81493 -2.00126 0.180 -0.812 0.069
O -1.52083 1.52255 -1.89866 0.126 0.625 -0.799
C -1.18602 3.59154 -0.90168 0.064 0.180 -0.048
C -0.74602 4.88102 -1.13697 -0.157 -0.105 0.081
C -0.13859 5.57622 -0.11138 0.284 0.262 -0.055
C -0.01490 5.04100 1.15342 -0.148 0.016 -0.072
C -0.50953 3.77556 1.38167 0.009 0.029 0.403
C -1.04188 2.96234 0.35500 -0.111 0.163 0.050
O -1.42312 1.72793 0.56536 0.264 0.290 0.288
N -0.47111 3.33255 2.79230 0.209 -0.575 -0.562
O 0.47433 3.69072 3.46455 -0.069 0.159 0.100
O -1.36033 2.59882 3.17459 -0.090 0.146 0.068
N 0.38479 6.93285 -0.36233 -0.404 -0.114 0.088
O 0.84765 7.53774 0.58396 0.104 -0.019 -0.091
O 0.28213 7.36761 -1.49136 0.131 -0.001 0.045
H -0.88235 5.33089 -2.11015 0.012 -0.015 -0.008
H 0.42808 5.60805 1.95839 0.009 -0.008 -0.014
C -3.73424 -3.18774 -0.32360 -0.040 -0.040 -0.016
C -2.64869 -3.17637 -1.35352 0.065 0.034 -0.073
C -2.43800 -4.21136 -2.25170 -0.021 0.002 0.019
C -1.42385 -4.08406 -3.19697 0.045 0.009 -0.026
C -0.61793 -2.96163 -3.24383 -0.083 -0.104 -0.001
C -0.87228 -1.96771 -2.29748 0.265 0.476 0.278
N -1.86822 -2.09909 -1.41186 -0.137 -0.173 0.067
N -0.25719 -0.75239 -2.07527 0.186 -0.188 -0.285
Si 0.72360 0.05781 -3.31103 -0.281 -0.086 0.319
C 2.13797 -1.06520 -3.82376 0.117 -0.121 -0.022
C -0.35122 0.43255 -4.77268 -0.118 -0.024 -0.207
C 1.45688 1.64389 -2.65040 0.084 0.168 0.017
H -4.14833 -4.18709 -0.20400 0.002 -0.003 -0.019
H -4.53589 -2.51035 -0.62370 0.002 0.015 -0.005
H -3.35954 -2.84052 0.63834 0.026 -0.001 0.021
H -3.06253 -5.09198 -2.21582 0.006 -0.019 -0.005
H -1.25638 -4.88099 -3.91072 -0.016 -0.019 0.000
H 0.17065 -2.86238 -3.97375 0.013 0.015 0.006
H 1.97157 -1.51572 -4.80434 -0.011 -0.023 0.003
H 2.29925 -1.87646 -3.11026 0.012 0.003 0.029
H 3.06357 -0.48945 -3.88877 0.029 -0.005 -0.031
H -0.84664 -0.46440 -5.15241 0.015 -0.016 -0.008
H 0.24735 0.85190 -5.58562 -0.016 0.008 -0.019
H -1.12597 1.15259 -4.50535 0.005 0.024 0.011
H 1.01167 1.99530 -1.72266 -0.010 -0.030 0.009
H 1.31555 2.42782 -3.39905 -0.011 0.003 -0.017
H 2.53169 1.55126 -2.48814 0.035 0.045 -0.038
N 9.73389 -1.49526 1.14563 0.063 -0.026 0.003
C 8.62002 -1.21690 1.15415 -0.259 0.090 -0.020
C 7.21980 -0.86365 1.16318 0.274 -0.097 -0.003
C 6.36986 -1.37100 0.18525 -0.063 0.000 -0.021
C 5.02526 -1.04957 0.20709 0.079 -0.001 0.043
C 4.53732 -0.20548 1.19824 -0.164 0.021 0.021
C 5.38307 0.31385 2.16935 0.109 -0.029 -0.060
C 6.72470 -0.02357 2.15464 -0.067 0.062 0.046
N 3.16249 0.12922 1.21813 -0.012 0.022 -0.012
C 2.37962 0.40427 2.32387 0.091 -0.077 -0.010
C 1.14350 0.67812 1.84385 0.042 0.140 -0.083
N 1.14075 0.60528 0.46546 -0.031 0.115 -0.100
C 2.35625 0.27274 0.13126 0.031 -0.071 -0.060
H 6.75937 -2.02659 -0.58086 0.014 -0.007 0.006
H 4.35718 -1.46959 -0.53151 -0.028 -0.011 -0.001
H 5.00042 0.99552 2.91526 -0.014 0.002 0.018
H 7.39394 0.37731 2.90285 0.007 -0.010 0.008
H 2.76030 0.33493 3.32603 -0.006 0.011 0.033
H 0.25267 0.90804 2.39784 -0.112 -0.037 0.059
H 2.72611 0.14018 -0.86978 -0.022 -0.016 -0.040
```
Positions in Å, forces in eV/Å.

Asked for HOMO-LUMO gap across the records above, the calculation gives 7.15, 7.78 eV in order.